A molecular structure, C8H14F3MgN2O2S. Source: OMol25; level of theory: ωB97M-V/def2-TZVPD.

Geometry as XYZ:
```
31
C8H14F3MgN2O2S, DFT ωB97M-V/def2-TZVPD
Mg 0.0788 0.5923 0.9045
C -0.7488 -0.9053 -1.6251
C -0.2557 0.4462 -2.0801
N 0.6722 1.1409 -1.1453
C 2.1579 0.9506 -1.3902
C 2.5940 -0.4288 -0.9363
S 1.9991 -0.9210 0.7569
C 1.0132 -2.4539 0.5106
C -0.4925 -2.3161 0.4690
N -0.9272 -1.0357 -0.1387
H -1.6048 -1.2428 -2.2053
H 0.1083 -1.5966 -1.8670
H 0.1982 0.3138 -3.0750
H -1.0916 1.1611 -2.1986
H 0.4672 2.1127 -1.3104
H 2.3513 1.1219 -2.4343
H 2.6883 1.7211 -0.8388
H 2.3587 -1.1481 -1.7325
H 3.6397 -0.5100 -0.8811
H 1.4401 -3.0052 -0.3405
H 1.2267 -3.1046 1.3625
H -0.9218 -3.2024 -0.0955
H -0.8297 -2.3132 1.4851
H -1.9736 -0.9209 -0.0231
F -2.8399 3.4809 2.0906
C -2.5153 2.4722 2.9197
F -3.5869 1.5930 2.9827
F -2.4212 3.0522 4.1718
C -1.2278 1.8173 2.4154
O -0.8980 0.6610 2.7341
O -0.6587 2.4672 1.5151
```

HOMO-LUMO gap: 11.411 eV
Maximum force: 3.3 eV/Å
E_HOMO: -0.522 Ha
Net charge: +1
LUMO: -2.80 eV

These are the natural (NBO) partial charges, in e, on atoms 1 to 6: Mg 1.71; C -0.25; C -0.25; N -0.74; C -0.24; C -0.52

---

2 unconnected molecules or ions with the total composition C8H14FO4S. Source: OMol25; level of theory: ωB97M-V/def2-TZVPD.

Geometry as XYZ:
```
28
C8H14FO4S, DFT ωB97M-V/def2-TZVPD
C 0.3506 -0.1732 0.0681
C -0.0013 -3.7341 -1.0076
C -1.1630 -2.6177 0.9163
C 2.3469 2.8339 0.0019
C 0.0997 2.7815 -1.1584
C 0.1618 -2.7714 0.1782
C 0.9994 2.1214 -0.1080
C 0.7136 -1.4531 -0.2826
O -4.1247 2.1636 0.6317
O -0.6382 0.2075 0.7240
O -3.3667 2.3311 2.9412
O 1.2573 0.7810 -0.4435
F 1.9168 -1.6091 -0.9740
S -2.9988 2.0616 1.5547
H -0.3413 -4.7106 -0.6592
H 0.9473 -3.8615 -1.5229
H -0.7310 -3.3417 -1.7142
H -1.9280 -2.2481 0.2392
H -1.4802 -3.5790 1.3221
H -1.0652 -1.8995 1.7234
H 2.9539 2.3588 0.7691
H 2.8753 2.7578 -0.9468
H 2.2046 3.8830 0.2542
H -0.0597 3.8302 -0.9167
H -0.8598 2.2711 -1.1793
H 0.5620 2.7019 -2.1408
H 0.8920 -3.2333 0.8679
H 0.4768 2.1478 0.8620
```

HOMO-LUMO gap: 4.292 eV
Maximum force: 2.1 eV/Å
E_HOMO: -0.090 Ha
Net charge: -1
LUMO: 1.84 eV
ΔE to the lowest compared entry with this formula, charge and spin: 0.0 kJ/mol

These are the natural (NBO) partial charges, in e, on atoms 1 to 6: C 0.59; C -0.60; C -0.60; C -0.61; C -0.63; C -0.25

---

2 unconnected molecules or ions with the total composition C8H14IN2O6S2. Source: OMol25; level of theory: ωB97M-V/def2-TZVPD.

Geometry as XYZ:
```
33
C8H14IN2O6S2, DFT ωB97M-V/def2-TZVPD
C -3.3102 -2.3917 0.5036
C -2.0873 -1.5988 -0.1479
I -2.9719 0.1828 -1.0439
C -1.0532 -1.2702 0.9824
C 0.4518 -1.2330 0.5537
N 0.9853 -2.2978 -0.2967
C 0.6002 -3.4167 0.0429
S -0.1581 -4.7982 -0.0262
O 1.1228 -1.0602 1.8506
C 1.1434 0.3107 2.0830
O 1.4833 0.8661 3.0312
O 0.6709 0.9876 0.9070
C 1.0488 0.0673 -0.1046
O 2.4559 0.1763 -0.0575
S 0.6955 0.4393 -1.9058
C -0.0990 2.0846 -2.1089
O -0.0808 -0.6032 -2.5533
O 1.9815 0.4837 -2.5879
H -3.6261 -3.2428 -0.1405
H -4.1478 -1.6708 0.6426
H -3.0603 -2.8134 1.5009
H -1.6504 -2.2454 -0.9390
H -1.1233 -2.0578 1.7737
H -1.3875 -0.3292 1.4788
H 2.8679 -0.6381 -0.4067
H -0.8812 1.9372 -2.8864
H 0.6309 2.8174 -2.5133
H -0.5703 2.4108 -1.1576
N 2.0141 3.7822 0.7048
H 1.1933 4.2648 1.0780
H 2.0948 3.9698 -0.2974
H 2.8540 4.1176 1.1833
H 1.9130 2.7690 0.8569
```

HOMO-LUMO gap: 8.042 eV
Maximum force: 4.4 eV/Å
E_HOMO: -0.441 Ha
Net charge: +1
LUMO: -3.96 eV

These are the natural (NBO) partial charges, in e, on atoms 1 to 6: C -0.64; C -0.30; I 0.08; C -0.50; C 0.37; N -0.54

---

A molecular structure, C8H14N2O3S. Source: OMol25; level of theory: ωB97M-V/def2-TZVPD.

Geometry as XYZ:
```
28
C8H14N2O3S, DFT ωB97M-V/def2-TZVPD
C -2.0631 0.4264 -0.2209
C -0.8356 -0.3153 -0.6391
C -3.3950 -0.2114 -0.4301
C 1.6013 -0.4541 -0.7236
C 1.8029 -1.8851 -0.1599
C 2.9265 0.4729 -0.2434
C 2.1672 1.5430 0.7646
C 0.7829 0.8962 1.1818
H -2.7075 2.6031 -0.2581
H -2.3864 1.8746 -1.6759
H -1.9755 0.4203 0.8492
H -3.5794 -0.4154 -1.4250
H -4.1009 0.5611 -0.0885
H -2.2167 -2.2819 0.0195
H 1.5426 -0.7658 -1.9704
H 3.7747 -0.3511 0.4838
H 3.7036 0.9817 -1.0787
H 2.6886 1.8347 1.8974
H 2.1193 2.4925 0.0894
H 1.0509 -0.2047 2.1620
H 0.1464 1.8765 1.5367
H 1.2356 -3.1157 1.2002
N -2.0223 1.8477 -0.6787
N 0.3867 0.0737 -0.1908
O -0.8274 -1.3707 -1.3356
O 2.5774 -2.6568 -0.6782
O 0.8828 -2.1397 0.8715
S -3.2797 -1.7367 0.7405
```

HOMO-LUMO gap: 9.451 eV
Maximum force: 5.5 eV/Å
E_HOMO: -0.330 Ha
Net charge: 0
LUMO: 0.48 eV
ΔE to the lowest compared entry with this formula, charge and spin: 641.5 kJ/mol

These are the natural (NBO) partial charges, in e, on atoms 1 to 6: C -0.17; C 0.70; C -0.45; C -0.17; C 0.79; C -0.41

---

Look up the E_HOMO of the first one.
-0.522 Ha